# C3H5N3OS

An isolated molecule of C3H5N3OS (ωB97M-V/def2-TZVPD, the Open Molecules 2025 dataset).

Computed properties:
highest occupied orbital energy = -9.708 eV
relative energy (zero: lowest compared OMol25 entry of this formula, charge and spin) = 87.2 kcal/mol
structure (SMILES) = COC1=NN=N[C@@H]1S
total energy = -754.9001 Ha
E_LUMO = -0.15 eV
HOMO-LUMO gap = 9.56 eV

Structure (XYZ):
```
13
Properties=species:S:1:pos:R:3:forces:R:3:mulliken_charge:R:1
H -1.682343 1.076165 -1.389714 -1.160 -1.416 0.757 0.2950
S 1.986482 -1.870944 -0.272588 0.411 0.715 -2.693 -0.2501
C 1.232562 -0.630153 0.776238 -0.100 0.635 -1.776 0.1084
H -2.515795 0.907858 0.132408 -1.163 1.587 2.031 0.3297
C 0.043789 0.130602 0.292023 0.643 0.634 0.043 0.6540
H 0.974842 -1.351284 1.488953 -0.389 -0.269 2.213 0.2165
H -2.986103 -0.414994 -0.977827 2.268 1.675 0.407 0.1915
N 2.140175 0.460581 1.084711 0.253 0.588 0.274 -0.1065
O -1.055233 -0.422796 -0.100711 -0.345 -1.749 -0.056 -0.3416
H 2.108677 -1.159716 -1.529112 -0.194 -0.861 1.959 0.1515
N 1.591365 1.549306 0.772647 1.190 -1.046 0.818 -0.3962
N 0.295876 1.388638 0.346598 -1.601 0.329 -0.853 -0.2372
C -2.134300 0.336732 -0.623624 0.187 -0.822 -3.125 -0.6151
```
Forces are in eV/Å.